Below is 2 unconnected molecules or ions with the total composition C4H2S, with properties calculated with the ωB97M-V functional and the def2-TZVPD basis.

Geometry as XYZ:
```
7
Properties=species:S:1:pos:R:3:forces:R:3
C 1.933 -0.919 1.181 -0.69 0.43 -0.30
C 0.773 -0.775 0.753 1.08 0.00 0.58
C -0.410 -0.920 0.217 -3.45 1.68 -1.53
C -1.973 0.508 -0.306 2.22 -2.04 1.29
S -1.090 1.337 -1.416 0.37 0.19 -0.39
H 2.827 -1.399 1.462 0.47 -0.11 0.22
H -2.061 2.168 -1.890 -0.01 -0.15 0.12
```
Forces are in eV/Å.

Values from the calculation:
- Kohn-Sham gap (spin up / spin down): 6.77 / 6.64 eV
- LUMO energy (spin up / spin down): -0.042 / -0.049 Eh

Just the natural (NBO) charges please, in e? Sure, here they are: atom 1 (C): -0.068, atom 2 (C): -0.348, atom 3 (C): 0.053, atom 4 (C): -0.163, atom 5 (S): 0.189, atom 6 (H): 0.230, atom 7 (H): 0.106


Below is 2 unconnected molecules or ions with the total composition CH5S3, with properties calculated with the ωB97M-V functional and the def2-TZVPD basis.

Geometry as XYZ:
```
9
Properties=species:S:1:pos:R:3:forces:R:3
S -0.543 -2.780 -0.272 -0.09 0.16 0.17
H -1.040 -1.902 -1.156 0.02 0.02 0.12
C 0.420 1.401 -0.390 -0.30 0.21 0.26
S -0.745 1.023 0.961 0.20 -0.35 -0.07
S 0.297 -0.445 2.010 -0.25 0.41 0.00
H 0.881 0.486 -0.746 0.08 -0.07 0.04
H -0.123 1.872 -1.209 -0.13 0.02 -0.03
H 1.156 2.107 -0.018 0.31 -0.08 -0.08
H -0.304 -1.762 0.820 0.15 -0.32 -0.41
```
Forces are in eV/Å.

Values from the calculation:
- Kohn-Sham gap: 6.51 eV
- Total charge: -1
- LUMO energy: 0.133 Eh

Just the natural (NBO) charges please, in e? Sure, here they are: atom 1 (S): -0.559, atom 2 (H): 0.119, atom 3 (C): -0.750, atom 4 (S): -0.022, atom 5 (S): -0.591, atom 6 (H): 0.224, atom 7 (H): 0.194, atom 8 (H): 0.194, atom 9 (H): 0.190


Below is C30H40ClN7O3S in the gas phase, with properties calculated with the ωB97M-V functional and the def2-TZVPD basis.

Geometry as XYZ:
```
82
Properties=species:S:1:pos:R:3:forces:R:3
C -2.680 2.436 -0.181 -0.13 0.03 -0.29
O -2.181 2.210 1.112 0.18 -0.47 0.33
C -1.391 1.125 1.335 -0.15 -0.05 0.21
C -1.165 0.122 0.408 -0.19 0.12 -0.11
C -0.405 -1.015 0.714 0.08 0.31 0.33
N -0.150 -1.951 -0.279 0.24 -0.06 -0.29
C -1.212 -2.390 -1.159 -0.39 -0.11 -0.05
C -1.964 -3.585 -0.565 0.31 0.01 -0.26
C -1.016 -4.764 -0.299 -0.20 0.25 0.15
N -1.801 -5.855 0.282 0.06 0.06 0.06
C -1.151 -6.774 1.195 0.30 -0.14 0.02
C -0.242 -7.791 0.495 -0.20 0.08 0.25
N -1.031 -8.561 -0.448 0.03 0.04 -0.03
C -0.257 -9.606 -1.079 -0.03 0.04 0.03
C -1.640 -7.674 -1.421 -0.22 0.14 0.09
C -2.519 -6.641 -0.706 -0.02 -0.11 -0.22
C 0.108 -4.256 0.607 0.03 -0.03 -0.30
C 0.774 -3.035 -0.041 0.07 -0.16 0.23
C 0.132 -1.109 2.000 -0.01 -0.27 -0.16
C -0.055 -0.090 2.915 -0.18 0.34 -0.15
C -0.792 1.038 2.606 0.10 -0.09 -0.17
N -0.933 2.080 3.539 -0.26 -0.41 0.34
C -0.717 3.379 3.255 0.30 0.92 -0.07
N -1.014 4.267 4.209 -0.19 -0.42 0.28
C -0.813 5.539 3.909 0.16 0.03 -0.43
C -0.335 5.945 2.679 -0.04 -0.01 0.04
Cl -0.103 7.622 2.302 -0.04 -0.02 0.09
C -0.025 4.939 1.737 -0.14 0.04 0.61
N 0.463 5.291 0.514 -0.17 0.57 0.22
C 0.832 4.490 -0.542 0.07 -0.45 -0.05
C 0.870 3.092 -0.469 -0.01 -0.05 0.09
C 1.224 2.336 -1.569 0.05 0.17 -0.15
C 1.554 2.940 -2.774 0.01 0.01 -0.06
C 1.551 4.321 -2.853 -0.01 -0.15 -0.18
C 1.208 5.086 -1.753 0.19 0.80 0.00
S 1.334 6.868 -1.963 0.16 0.28 -0.14
O 1.187 7.173 -3.361 0.21 -0.20 -0.18
O 0.416 7.520 -1.051 0.05 -0.06 0.20
C 3.041 7.335 -1.461 -0.59 -0.55 -0.12
C 4.011 6.627 -2.382 0.02 0.05 -0.16
C 3.235 7.014 0.004 -0.07 0.12 0.09
N -0.196 3.669 2.061 0.15 0.05 0.09
H -1.872 2.521 -0.915 -0.03 -0.02 0.03
H -3.378 1.649 -0.489 0.05 0.03 0.00
H -3.215 3.383 -0.127 0.02 -0.06 -0.05
H -1.578 0.226 -0.581 -0.03 0.05 -0.10
H -1.913 -1.579 -1.348 0.07 -0.02 -0.08
H -0.761 -2.678 -2.116 -0.07 0.07 -0.01
H -2.423 -3.292 0.382 -0.04 -0.02 0.05
H -2.761 -3.881 -1.247 -0.09 -0.02 -0.01
H -0.560 -5.067 -1.260 0.02 0.04 0.06
H -0.596 -6.225 1.954 -0.02 -0.02 0.03
H -1.950 -7.329 1.696 0.10 -0.02 0.07
H 0.179 -8.475 1.236 0.06 0.03 -0.01
H 0.596 -7.271 -0.009 0.00 -0.03 0.01
H 0.138 -10.269 -0.310 0.05 -0.07 -0.02
H 0.586 -9.216 -1.673 0.01 0.01 -0.01
H -0.907 -10.182 -1.736 0.03 -0.07 -0.05
H -2.261 -8.270 -2.095 0.03 0.04 -0.05
H -0.873 -7.160 -2.032 -0.02 -0.06 0.00
H -2.976 -5.980 -1.443 -0.05 -0.01 0.01
H -3.316 -7.172 -0.178 -0.06 -0.02 -0.12
H -0.313 -3.972 1.573 0.00 -0.04 0.11
H 0.866 -5.024 0.761 0.01 -0.04 0.09
H 1.607 -2.678 0.566 0.00 -0.03 -0.08
H 1.179 -3.330 -1.017 0.05 0.00 0.08
H 0.703 -1.969 2.305 0.05 -0.12 -0.01
H 0.384 -0.172 3.899 0.08 0.04 0.09
H -1.196 1.868 4.489 -0.04 0.10 -0.12
H -1.050 6.256 4.683 0.03 0.18 -0.02
H 0.391 6.286 0.284 -0.01 -0.26 0.17
H 0.608 2.621 0.463 0.03 -0.05 -0.10
H 1.234 1.260 -1.480 -0.01 -0.11 0.03
H 1.814 2.346 -3.636 0.03 -0.04 -0.09
H 1.796 4.836 -3.768 0.05 -0.01 -0.14
H 3.056 8.412 -1.632 -0.18 0.05 -0.07
H 3.992 5.554 -2.201 0.07 -0.08 0.01
H 3.734 6.814 -3.416 0.11 -0.03 -0.12
H 5.026 6.988 -2.221 0.04 0.03 0.06
H 4.210 7.361 0.342 0.08 0.00 -0.03
H 2.470 7.505 0.600 0.01 0.00 0.15
H 3.178 5.940 0.171 0.04 -0.09 0.06
```
Forces are in eV/Å.

Values from the calculation:
- Kohn-Sham gap: 7.95 eV
- SMILES string: COc1cc(N2CCC(N3CCN(C)CC3)CC2)ccc1Nc1ncc(Cl)c(Nc2ccccc2S(=O)(=O)C(C)C)n1
- LUMO energy: 0.020 Eh

Just the natural (NBO) charges please, in e? Sure, here they are: atom 1 (C): -0.254, atom 2 (O): -0.506, atom 3 (C): 0.402, atom 4 (C): -0.371, atom 5 (C): 0.185, atom 6 (N): -0.436, atom 7 (C): -0.209, atom 8 (C): -0.408, atom 9 (C): -0.043, atom 10 (N): -0.452, atom 11 (C): -0.222, atom 12 (C): -0.244, atom 13 (N): -0.439, atom 14 (C): -0.404, atom 15 (C): -0.244, atom 16 (C): -0.221, atom 17 (C): -0.426, atom 18 (C): -0.210, atom 19 (C): -0.259, atom 20 (C): -0.186, atom 21 (C): 0.024, atom 22 (N): -0.575, atom 23 (C): 0.593, atom 24 (N): -0.516, atom 25 (C): 0.082, atom 26 (C): -0.204, atom 27 (Cl): 0.009, atom 28 (C): 0.418, atom 29 (N): -0.624, atom 30 (C): 0.273, atom 31 (C): -0.294, atom 32 (C): -0.154, atom 33 (C): -0.258, atom 34 (C): -0.159, atom 35 (C): -0.416, atom 36 (S): 2.167, atom 37 (O): -0.942, atom 38 (O): -0.961, atom 39 (C): -0.428, atom 40 (C): -0.631, atom 41 (C): -0.632, atom 42 (N): -0.549, atom 43 (H): 0.184, atom 44 (H): 0.174, atom 45 (H): 0.205, atom 46 (H): 0.219, atom 47 (H): 0.209, atom 48 (H): 0.189, atom 49 (H): 0.212, atom 50 (H): 0.207, atom 51 (H): 0.165, atom 52 (H): 0.204, atom 53 (H): 0.204, atom 54 (H): 0.203, atom 55 (H): 0.153, atom 56 (H): 0.200, atom 57 (H): 0.161, atom 58 (H): 0.200, atom 59 (H): 0.204, atom 60 (H): 0.155, atom 61 (H): 0.199, atom 62 (H): 0.203, atom 63 (H): 0.210, atom 64 (H): 0.211, atom 65 (H): 0.213, atom 66 (H): 0.194, atom 67 (H): 0.204, atom 68 (H): 0.214, atom 69 (H): 0.415, atom 70 (H): 0.206, atom 71 (H): 0.453, atom 72 (H): 0.272, atom 73 (H): 0.222, atom 74 (H): 0.219, atom 75 (H): 0.243, atom 76 (H): 0.243, atom 77 (H): 0.218, atom 78 (H): 0.236, atom 79 (H): 0.223, atom 80 (H): 0.225, atom 81 (H): 0.237, atom 82 (H): 0.216


Below is C4H6O2 in the gas phase, with properties calculated with the ωB97M-V functional and the def2-TZVPD basis.

Geometry as XYZ:
```
12
Properties=species:S:1:pos:R:3:forces:R:3
O 0.822 2.196 0.132 -0.15 -0.49 -0.03
C 0.467 1.045 0.073 0.14 0.25 0.02
C -0.966 0.536 0.020 -0.02 -0.04 -0.02
C -0.824 -0.985 -0.108 -0.27 0.03 -0.01
O 0.572 -1.315 -0.030 -0.03 0.00 0.02
C 1.388 -0.169 0.042 0.14 0.19 0.02
H -1.487 1.003 -0.823 0.14 -0.10 0.14
H -1.486 0.848 0.933 0.13 -0.06 -0.13
H -1.343 -1.519 0.700 0.14 0.12 -0.19
H -1.222 -1.353 -1.065 0.14 0.09 0.21
H 2.067 -0.099 -0.822 -0.20 -0.01 0.12
H 2.011 -0.188 0.949 -0.17 0.02 -0.15
```
Forces are in eV/Å.

Values from the calculation:
- Kohn-Sham gap: 10.69 eV
- SMILES string: O=C1CCOC1
- LUMO energy: 0.032 Eh

Just the natural (NBO) charges please, in e? Sure, here they are: atom 1 (O): -0.517, atom 2 (C): 0.585, atom 3 (C): -0.563, atom 4 (C): -0.065, atom 5 (O): -0.525, atom 6 (C): -0.183, atom 7 (H): 0.247, atom 8 (H): 0.247, atom 9 (H): 0.184, atom 10 (H): 0.179, atom 11 (H): 0.204, atom 12 (H): 0.206


How do the records compare in energy relative to the best compared isomer or geometry (same formula, charge and spin)? In the order shown, they have 671.3 5.4 29.2 92.8 kJ/mol.
How do the records compare in electronic energy? In the order shown, they have -551.430349 -1235.705090 -2634.577202 -306.470956 Eh.